Density functional theory data (the ωB97M-V functional and the def2-TZVPD basis) for C2H8N2OP2 as an isolated structure.

Structure (XYZ):
```
15
Properties=species:S:1:pos:R:3:forces:R:3
C -1.306759 -0.711072 -0.688385 -3.0 2.1 -3.2
C -1.119958 0.847389 1.259709 -1.2 2.1 -4.9
N 1.512391 -0.874125 -0.475285 6.3 -0.3 4.0
N -0.710552 0.455644 -0.102808 1.4 1.0 -1.1
O 1.544902 1.819360 -0.098990 0.9 1.3 0.7
P 3.078557 -0.693493 0.624989 -5.2 0.8 -3.4
P 0.861462 0.659741 -0.630877 -1.7 -1.0 0.4
H -0.940670 -1.522329 -0.214241 0.5 -3.3 1.5
H -2.449350 -0.626711 -0.740991 1.4 -0.2 0.8
H -1.110684 -0.852860 -1.813255 0.4 0.5 1.6
H -0.771950 0.159240 1.882412 0.8 -2.9 3.4
H -0.703342 1.820599 1.425853 0.1 0.5 0.4
H -2.179743 0.898974 1.032559 -0.5 0.1 1.5
H 3.630674 -1.959289 0.510158 -0.2 -1.1 -0.3
H 0.665027 0.578934 -1.970855 0.0 0.3 -1.3
```
Positions in Å, forces in eV/Å.

Output
spin multiplicity: 1
net charge: 0
energy above the lowest of the compared OMol25 structures with the same formula, charge and spin: 58.6 kcal per mole
frontier orbital gap (alpha / beta): 7.01 / 7.03 eV
LUMO (alpha / beta): -0.076 / -0.076 Ha

Atomic partial charges in e from the Mulliken method, atoms 1 to 8: -1.00 -0.95 -0.38 0.03 -0.64 0.22 0.55 0.44



Density functional theory data (the ωB97M-V functional and the def2-TZVPD basis) for C2H8N2S2 in the gas phase.

Structure (XYZ):
```
14
Properties=species:S:1:pos:R:3:forces:R:3
C -1.092509 0.158771 -1.576649 0.5 -1.8 1.1
N -0.798733 0.214827 -0.139946 2.5 0.4 0.7
S -1.679689 -0.818115 0.867871 -0.3 0.6 1.0
N 0.795028 0.302822 0.119251 -2.4 -0.6 -2.7
C 1.028580 0.222865 1.533367 1.1 0.5 -0.9
S 1.664582 -0.962411 -0.788489 -1.0 -1.0 1.9
H -1.166507 1.132203 -1.937888 -0.4 1.7 -0.7
H -0.264358 -0.344724 -2.136778 -0.9 0.1 0.4
H -2.039650 -0.387914 -1.609742 0.2 0.2 -0.7
H -2.089014 0.075835 1.923998 0.6 -0.9 -1.6
H 2.138137 0.294020 1.500540 -0.7 -0.2 1.2
H 0.552190 1.095312 1.957906 0.1 0.3 0.3
H 0.583231 -0.656164 1.970660 0.4 -0.5 0.5
H 2.368717 -0.327321 -1.684101 0.3 1.2 -0.5
```
Positions in Å, forces in eV/Å.

Output
spin multiplicity: 1
net charge: 0
energy above the lowest of the compared OMol25 structures with the same formula, charge and spin: 76.3 kcal per mole
frontier orbital gap: 9.18 eV
LUMO: 0.025 Ha

Atomic partial charges in e from the Mulliken method, atoms 1 to 8: -0.65 -0.11 -0.20 -0.19 -0.80 -0.18 0.26 0.25



Density functional theory data (the ωB97M-V functional and the def2-TZVPD basis) for a 2-piece molecular cluster, C2H8N2Si2 overall.

Structure (XYZ):
```
14
Properties=species:S:1:pos:R:3:forces:R:3
H -0.847970 0.668546 2.966999 -3.1 2.5 1.2
N -0.096696 0.140762 2.768274 2.8 -2.3 -2.0
Si 0.501945 0.083312 1.278881 1.5 -1.4 0.9
C 1.646137 -1.368438 0.901292 0.8 -1.6 0.5
C 2.395964 -1.572659 -0.210685 -2.5 1.0 2.3
H 0.616682 0.957458 0.121413 -0.4 0.5 -0.3
H 1.714229 -2.277988 1.611085 -0.6 1.7 -0.9
H 2.734460 -2.519824 -0.428860 1.3 -1.9 -0.2
H 2.462788 -0.881420 -0.975639 0.2 1.5 -1.5
N -1.266585 1.813127 -2.139554 1.4 0.4 0.3
Si -2.607547 1.156725 -1.592798 3.4 -0.2 2.5
H -0.302729 1.982147 -1.734387 -2.1 -0.3 -0.5
H -3.585280 0.917484 -2.521519 -2.0 -0.4 -1.2
H -2.549239 0.491501 -0.180570 -0.7 0.4 -1.1
```
Positions in Å, forces in eV/Å.

Output
spin multiplicity: 1
net charge: 0
energy above the lowest of the compared OMol25 structures with the same formula, charge and spin: 118.3 kcal per mole
frontier orbital gap: 9.21 eV
LUMO: -0.012 Ha

Atomic partial charges in e from the Mulliken method, atoms 1 to 8: 0.22 -0.55 0.57 -0.24 -0.66 -0.19 0.25 0.27



Density functional theory data (the ωB97M-V functional and the def2-TZVPD basis) for an isolated ion of composition C2H8N3 and charge +1.

Structure (XYZ):
```
13
Properties=species:S:1:pos:R:3:forces:R:3
H 1.917866 2.136539 -0.197483 1.7 0.4 -0.2
N 1.073981 1.704805 0.016395 -1.4 0.0 0.4
C 0.684904 0.556653 0.059751 -2.1 0.7 -1.1
N 1.796670 -0.740294 -0.012070 -2.3 1.1 -1.4
N -0.608391 0.055302 -0.036999 1.4 -0.9 0.8
C -2.174990 0.506886 -0.012835 5.6 4.4 -1.4
H 2.332324 -0.758957 0.817253 0.5 -0.6 1.3
H 1.291770 -1.562441 -0.325205 0.1 -0.6 0.8
H 2.403092 -0.561422 -0.783307 0.8 0.6 -0.7
H -0.517943 -0.823590 0.407279 -0.8 -1.3 0.2
H -2.503825 0.089651 0.865174 -1.6 -1.6 1.2
H -2.366194 0.354039 -1.070573 -1.3 -0.4 0.6
H -2.067445 1.637880 0.215972 -0.6 -1.7 -0.7
```
Positions in Å, forces in eV/Å.

Output
spin multiplicity: 1
net charge: +1
energy above the lowest of the compared OMol25 structures with the same formula, charge and spin: 82.1 kcal per mole
frontier orbital gap: 10.55 eV
LUMO: -0.138 Ha

Atomic partial charges in e from the Mulliken method, atoms 1 to 8: 0.24 -0.43 0.53 -0.46 -0.34 -0.71 0.31 0.35



Density functional theory data (the ωB97M-V functional and the def2-TZVPD basis) for an isolated ion of composition C2H8N3 and charge +1.

Structure (XYZ):
```
13
Properties=species:S:1:pos:R:3:forces:R:3
C 0.567123 1.845536 0.377499 0.9 0.6 -0.2
N 0.012846 0.559530 0.760418 -0.5 0.8 -0.5
C -0.087239 -0.479881 -0.069027 -1.4 0.8 0.2
N -0.891549 -1.547169 0.281365 0.2 -0.1 0.2
N 0.403511 -0.353684 -1.283351 0.2 0.0 -0.7
H -0.054303 2.464204 -0.273484 -0.3 -0.3 -0.1
H 0.750165 2.409048 1.279350 -0.1 0.1 0.3
H 1.545672 1.751927 -0.079028 0.1 -0.3 -0.2
H -0.749867 0.753064 1.395129 0.1 -1.0 0.5
H -0.422832 -2.359395 0.664920 0.1 -0.2 -0.3
H -1.615906 -1.257416 0.928373 0.1 -0.1 0.1
H 0.473994 0.583330 -1.653212 0.6 0.1 0.2
H 0.238550 -1.023122 -2.023037 -0.1 -0.4 0.5
```
Positions in Å, forces in eV/Å.

Output
spin multiplicity: 1
net charge: +1
energy above the lowest of the compared OMol25 structures with the same formula, charge and spin: 19.1 kcal per mole
frontier orbital gap: 11.78 eV
LUMO: -0.143 Ha

Atomic partial charges in e from the Mulliken method, atoms 1 to 8: -1.09 -0.19 0.60 -0.50 -0.34 0.41 0.32 0.42



Density functional theory data (the ωB97M-V functional and the def2-TZVPD basis) for an isolated ion of composition C2H8N3 and charge +1.

Structure (XYZ):
```
13
Properties=species:S:1:pos:R:3:forces:R:3
C -0.452553 -1.305020 1.265800 -1.1 -1.5 2.2
N -0.239011 -0.299767 0.582598 0.6 1.7 -1.9
N -0.179419 0.920706 1.061607 -0.6 0.8 0.0
C -0.065562 -0.229300 -0.992510 -1.5 -2.0 -0.3
N 0.818359 0.788100 -1.332925 3.2 -0.1 -0.7
H -0.686094 -1.065107 2.284339 0.1 -0.4 0.6
H -0.579642 -2.306289 0.946539 0.2 -0.6 -0.9
H 0.153453 1.471983 0.336451 0.9 1.9 -1.1
H -0.218934 1.310819 1.979186 -0.1 -0.9 0.8
H -1.103425 -0.004695 -1.380453 1.1 0.0 0.6
H 0.088803 -1.331204 -1.222388 0.5 1.4 0.0
H 1.892269 0.638587 -1.443680 -2.8 -0.3 0.6
H 0.571755 1.411188 -2.084564 -0.6 -0.1 0.0
```
Positions in Å, forces in eV/Å.

Output
spin multiplicity: 1
net charge: +1
energy above the lowest of the compared OMol25 structures with the same formula, charge and spin: 77.9 kcal per mole
frontier orbital gap: 10.78 eV
LUMO: -0.142 Ha

Atomic partial charges in e from the Mulliken method, atoms 1 to 8: -0.11 0.43 -0.53 -0.32 -0.55 0.23 0.26 0.25



Density functional theory data (the ωB97M-V functional and the def2-TZVPD basis) for an isolated ion of composition C2H8N3 and charge +1.

Structure (XYZ):
```
13
Properties=species:S:1:pos:R:3:forces:R:3
C -0.176587 -1.493794 -1.166144 0.5 1.5 -0.5
N 0.312306 -0.700524 -0.024478 0.6 -1.1 0.7
C 0.140943 0.531488 0.409404 -1.6 -0.1 -0.4
N -0.052345 0.739645 1.722799 0.6 0.5 -0.6
N -0.039002 1.547745 -0.454504 0.5 -0.1 0.7
H 0.570880 -2.250287 -1.374052 -0.1 -0.1 -0.1
H -1.125803 -1.905190 -0.902071 -0.6 -0.5 0.1
H -0.301793 -0.848056 -2.032092 0.0 -0.1 -0.1
H 0.649449 -1.312325 0.698811 0.1 -0.1 0.3
H -0.474230 0.045015 2.315642 0.2 0.0 0.1
H 0.252118 1.625210 2.093421 -0.3 -0.1 0.4
H -0.333209 2.418859 -0.040261 0.0 0.1 -0.3
H 0.577272 1.602208 -1.246479 -0.1 0.0 -0.3
```
Positions in Å, forces in eV/Å.

Output
spin multiplicity: 1
net charge: +1
energy above the lowest of the compared OMol25 structures with the same formula, charge and spin: 8.4 kcal per mole
frontier orbital gap: 11.97 eV
LUMO: -0.119 Ha

Atomic partial charges in e from the Mulliken method, atoms 1 to 8: -0.75 -0.26 0.65 -0.40 -0.39 0.30 0.32 0.30



Density functional theory data (the ωB97M-V functional and the def2-TZVPD basis) for an isolated ion of composition C2H8N3O and charge +1.

Structure (XYZ):
```
14
Properties=species:S:1:pos:R:3:forces:R:3
N 2.289608 0.568644 0.142768 0.3 -0.2 0.2
C 1.170800 0.346131 -0.552334 -0.5 0.8 -0.1
N 0.177151 -0.998364 0.008648 5.2 -0.8 -1.8
O 0.753079 -2.014899 0.182136 0.0 0.0 0.7
C -1.175552 -0.952912 -0.132861 -3.9 0.3 -0.2
N -1.469626 0.340873 0.408975 -1.5 1.3 1.2
H 3.118455 0.040081 -0.024470 0.3 -0.3 -0.3
H 2.368841 1.199172 0.921341 -0.5 0.0 0.1
H 1.333475 -0.012324 -1.576222 -0.2 -0.2 0.4
H 0.418064 1.136647 -0.468117 0.7 -0.4 -0.2
H -1.462161 -0.989031 -1.251726 0.6 -0.2 1.6
H -1.536515 -1.903080 0.407022 -0.3 1.7 -0.8
H -1.327867 1.193177 -0.154807 -0.7 -1.2 0.5
H -1.662675 0.550920 1.409778 0.2 -0.8 -1.4
```
Positions in Å, forces in eV/Å.

Output
spin multiplicity: 1
net charge: +1
energy above the lowest of the compared OMol25 structures with the same formula, charge and spin: 128.8 kcal per mole
frontier orbital gap (alpha / beta): 8.35 / 8.35 eV
LUMO (alpha / beta): -0.225 / -0.225 Ha

Atomic partial charges in e from the Mulliken method, atoms 1 to 8: -0.34 -0.22 0.57 -0.34 -0.35 -0.49 0.24 0.23



Density functional theory data (the ωB97M-V functional and the def2-TZVPD basis) for C2H8N3O2PS3 as an isolated structure.

Structure (XYZ):
```
19
Properties=species:S:1:pos:R:3:forces:R:3
C 0.076499 2.629868 0.431272 4.3 -2.4 1.4
C -0.876497 2.392335 1.589660 -0.3 -1.5 0.5
N -0.550669 2.386216 -0.813591 -1.8 0.6 -0.5
N -0.060008 -1.934459 1.505902 1.0 -3.9 0.4
N 1.699074 -2.854726 -2.469596 -1.5 -1.6 -2.5
O -0.922170 -0.257382 -0.725340 -1.6 0.6 0.8
O -1.787006 1.367336 1.062738 -0.4 0.3 -1.4
P 0.608568 -0.642109 -1.055481 1.3 0.0 -0.5
S -1.639945 1.353253 -0.598715 0.6 -0.5 0.5
S 1.319356 -1.275810 0.848934 0.7 0.8 -0.4
S 0.070704 -2.509249 -1.886013 0.2 0.0 0.0
H 0.711299 3.488845 0.525596 -0.5 1.2 -0.3
H 0.974705 1.843914 0.478844 -1.7 1.0 0.4
H -0.485177 1.794199 2.458037 0.2 1.3 -0.7
H -1.448722 3.279453 1.906539 0.1 -0.4 -0.2
H -0.251515 -2.887570 1.080599 0.4 1.4 0.7
H -0.817614 -1.391353 1.282766 -2.4 1.8 -0.4
H 1.919873 -3.802424 -2.059850 -0.1 1.3 -0.9
H 1.459244 -2.980338 -3.562302 1.4 0.0 3.2
```
Positions in Å, forces in eV/Å.

Output
spin multiplicity: 1
net charge: 0
energy above the lowest of the compared OMol25 structures with the same formula, charge and spin: 45.7 kcal per mole
frontier orbital gap: 8.74 eV
LUMO: 0.015 Ha

Atomic partial charges in e from the Mulliken method, atoms 1 to 8: -0.31 -0.15 -0.35 -0.52 -0.57 -0.26 -0.32 0.18



Density functional theory data (the ωB97M-V functional and the def2-TZVPD basis) for a 2-piece molecular cluster, C2H8N3O3S overall.

Structure (XYZ):
```
17
Properties=species:S:1:pos:R:3:forces:R:3
C -1.816254 -0.999413 -0.027246 1.1 2.3 -0.3
C 3.100462 0.344663 0.803286 -3.2 1.4 -1.3
N -2.522935 -1.992405 -0.433996 -2.9 -1.1 -2.5
N -1.750765 0.089725 -0.777288 0.2 -2.4 1.3
N 2.847226 0.937577 -0.305124 -0.5 -0.9 1.1
O -1.093817 -1.094435 1.078584 -1.4 -1.3 -1.2
O 0.292266 1.662244 -0.995352 -0.5 0.3 -3.8
O -0.504024 1.350877 1.151905 -1.1 -0.9 2.1
S -0.962110 1.774206 -0.173928 1.4 4.2 0.9
H 2.196744 0.071123 1.347514 0.1 -0.2 0.2
H 3.969317 0.224188 1.358248 2.2 -0.3 0.2
H -3.282194 -2.181937 -1.164098 1.9 1.6 1.2
H -2.384658 -2.788232 0.051534 0.5 -3.3 2.2
H -2.144551 0.126667 -1.673422 -0.8 0.2 -1.3
H 3.641286 1.193791 -0.853967 0.8 0.4 -0.3
H 1.196161 1.471737 -0.670969 1.8 -0.3 1.0
H -0.782162 -0.190378 1.284326 0.4 0.5 0.4
```
Positions in Å, forces in eV/Å.

Output
spin multiplicity: 3
net charge: +1
frontier orbital gap (alpha / beta): 7.66 / 6.31 eV
LUMO (alpha / beta): -0.105 / -0.304 Ha

Atomic partial charges in e from the Mulliken method, atoms 1 to 8: 0.81 -0.10 -0.35 -0.38 -0.49 -0.43 -0.35 -0.51



Density functional theory data (the ωB97M-V functional and the def2-TZVPD basis) for a 2-piece molecular cluster, C2H8N3O4 overall.

Structure (XYZ):
```
17
Properties=species:S:1:pos:R:3:forces:R:3
C 0.250468 -0.684947 -0.527993 -2.0 0.1 -0.6
C 2.178908 0.333032 0.708155 0.8 -1.4 0.5
N 0.975739 0.301141 -0.132000 1.3 0.1 0.0
N -2.188686 0.747167 0.551729 2.1 1.7 -0.2
N 0.576285 -1.941071 -0.398645 0.1 0.8 0.9
O 0.743554 1.526917 -0.775628 -0.2 0.1 -1.3
O -3.208169 0.127325 0.172508 1.9 -2.5 2.6
O -2.135363 1.989490 0.057332 -0.3 -1.5 0.4
O -0.404071 -2.892273 -0.258196 -0.3 -1.3 0.1
H 1.947989 -0.047382 1.757916 0.1 0.4 -1.4
H 3.016523 -0.393991 0.281165 -1.4 2.1 0.7
H 2.386357 1.419758 0.793427 0.7 -1.0 -0.2
H 1.310489 -2.214234 0.223894 0.7 -0.4 0.3
H 0.806063 1.341277 -1.763953 0.0 0.3 1.7
H -3.756018 0.578774 -0.387135 -2.7 2.7 -3.0
H -1.279128 2.398249 0.361948 -0.5 -0.7 -0.2
H -1.220940 -2.589236 -0.664516 0.0 0.5 -0.4
```
Positions in Å, forces in eV/Å.

Output
spin multiplicity: 1
net charge: +1
energy above the lowest of the compared OMol25 structures with the same formula, charge and spin: 43.4 kcal per mole
frontier orbital gap (alpha / beta): 4.92 / 6.97 eV
LUMO (alpha / beta): -0.261 / -0.214 Ha

Atomic partial charges in e from the Mulliken method, atoms 1 to 8: -0.14 -0.88 0.26 0.30 0.00 -0.45 -0.15 -0.27



Density functional theory data (the ωB97M-V functional and the def2-TZVPD basis) for a 2-piece molecular cluster, C2H8N3OP overall.

Structure (XYZ):
```
15
Properties=species:S:1:pos:R:3:forces:R:3
C -1.163410 -1.568433 -0.595195 -0.6 -1.1 0.3
C 0.104101 -2.148772 -1.126314 1.2 -2.0 0.1
N -0.265236 -0.772337 -1.347380 1.2 1.7 -0.2
N -0.764482 1.649692 1.020927 -0.7 0.6 -0.3
N 1.704247 2.125336 0.134504 -0.5 -0.5 -0.7
O 1.031842 0.141446 1.710333 1.7 -2.1 2.4
P 0.668331 0.933232 0.576957 -2.1 0.1 -2.5
H -2.104277 -1.721157 -1.155430 0.4 -0.2 0.6
H -1.237605 -1.488172 0.495627 -0.1 0.2 -0.4
H 0.960240 -2.318322 -0.416781 -1.1 0.3 -0.4
H 0.183239 -3.005105 -1.930674 -0.5 2.3 1.0
H -1.518719 1.937452 0.431569 0.1 0.3 -0.8
H -1.186421 1.142305 1.765497 -0.1 -0.5 0.8
H 1.206778 2.816219 -0.445577 1.3 0.1 0.8
H 2.381374 2.276616 0.881939 -0.2 0.8 -0.6
```
Positions in Å, forces in eV/Å.

Output
spin multiplicity: 1
net charge: 0
energy above the lowest of the compared OMol25 structures with the same formula, charge and spin: 68.6 kcal per mole
frontier orbital gap (alpha / beta): 8.71 / 7.41 eV
LUMO (alpha / beta): -0.014 / -0.013 Ha

Atomic partial charges in e from the Mulliken method, atoms 1 to 8: -0.20 -0.30 -0.42 -0.52 -0.50 -0.54 0.59 0.22



no.,E_tot (Ha)
1,-948.3709
2,-986.7610
3,-769.3474
4,-244.9367
5,-245.0371
6,-244.9434
7,-245.0542
8,-320.1194
9,-1931.5901
10,-868.7230
11,-545.6231
12,-661.7678